[1]
The following is a DFT calculation (wB97M-V/def2-TZVPD) of a structure of composition C19H26CoN in a non-equilibrium geometry.

Each line ends with the Löwdin charge.
Positions of all 47 atoms, in Å:
1 Co -1.192 0.440 0.892  0.8937
2 C 1.515 -0.693 -4.672  -0.0689
3 C 0.566 -1.724 -4.046  -0.3757
4 C 0.716 -3.103 -4.761  -0.0655
5 C 0.807 -1.906 -2.592  -0.1938
6 C 1.058 -3.157 -2.004  0.0019
7 C 1.253 -3.235 -0.617  -0.0227
8 C 0.981 -2.161 0.216  -0.2782
9 C 0.810 -2.368 1.695  -0.0405
10 C 0.681 -0.952 -0.400  -0.0999
11 C 0.658 -0.754 -1.772  -0.0185
12 H 1.120 -0.305 -5.646  0.0958
13 H 2.497 -1.139 -4.911  0.0884
14 H 1.720 0.202 -4.059  0.0682
15 H -0.417 -1.312 -4.180  0.1317
16 H 1.771 -3.391 -4.755  0.0891
17 H 0.393 -3.021 -5.790  0.0821
18 H 0.160 -3.861 -4.240  0.0628
19 H 1.318 -4.065 -2.645  0.1355
20 H 1.413 -4.259 -0.229  0.1305
21 H 1.281 -3.348 1.907  0.1000
22 H -0.277 -2.516 1.920  0.0926
23 H 1.145 -1.535 2.225  0.0535
24 H 0.422 -0.053 0.243  0.0452
25 H 0.453 0.237 -2.219  0.1166
26 C 0.597 2.706 0.448  -0.0568
27 N -0.888 2.480 0.689  -0.3501
28 C -1.624 3.065 -0.517  -0.0396
29 C -1.218 3.167 1.938  -0.1726
30 C -1.324 2.178 3.068  -0.2677
31 C -1.599 2.528 4.354  -0.0517
32 C -1.374 1.633 5.410  -0.0546
33 C -1.098 0.288 5.114  -0.0733
34 C -0.978 -0.124 3.784  -0.1131
35 C -1.092 0.827 2.749  -0.1795
36 H 0.841 3.801 0.204  0.1309
37 H 0.947 2.066 -0.344  0.0618
38 H 1.104 2.378 1.363  0.1017
39 H -1.321 4.126 -0.670  0.1110
40 H -2.696 2.895 -0.360  0.0934
41 H -1.312 2.448 -1.369  0.0815
42 H -2.247 3.660 1.785  0.1581
43 H -0.505 3.963 2.217  0.1409
44 H -1.763 3.598 4.684  0.1423
45 H -1.580 1.982 6.412  0.1083
46 H -0.949 -0.518 5.921  0.1367
47 H -0.777 -1.166 3.560  0.0685

Forces on atoms 1 to 2 (eV/Å):
0.148 0.201 -0.136
0.521 0.535 -1.063

Summary:
⟨S²⟩	3.759
electronic energy	-59232.7557	eV
relative energy (zero: lowest compared OMol25 entry of this formula, charge and spin)	93.7	kJ/mol
frontier orbital gap (spin up / spin down)	8.02 / 7.70	eV
HOMO level (spin up / spin down)	-11.899 / -11.928	eV
net charge	+1
spin multiplicity	4

=====

[2]
The following is a DFT calculation (wB97M-V/def2-TZVPD) of a structure of composition C19H26CoN4S3SeSi2.

Each line ends with the Löwdin charge.
Positions of all 56 atoms, in Å:
1 Co 0.360 0.077 0.061  0.2436
2 S 4.895 0.165 0.176  0.3973
3 C 3.251 0.110 0.112  -1.8146
4 S 2.245 1.396 0.803  0.3460
5 S 2.321 -1.233 -0.469  0.4357
6 C -0.164 -2.161 -3.864  -0.1661
7 Si -0.863 -0.667 -2.956  0.4073
8 C 0.283 0.789 -3.269  -0.1805
9 C -2.556 -0.191 -3.648  -0.1630
10 N -0.932 -0.941 -1.237  -0.0821
11 C -1.676 -1.843 -0.611  -0.3126
12 C -2.560 -2.756 -1.255  -0.0555
13 C -3.313 -3.654 -0.552  -0.1114
14 C -3.228 -3.698 0.856  -0.1118
15 C -2.399 -2.845 1.530  -0.0435
16 C -1.595 -1.881 0.856  -0.3013
17 N -0.782 -1.009 1.435  -0.0654
18 Si -0.408 -0.662 3.107  0.4136
19 C -1.512 -1.461 4.422  -0.1986
20 C -0.630 1.194 3.321  -0.1782
21 C 1.347 -1.207 3.468  -0.1685
22 H -0.038 -1.935 -4.925  0.0242
23 H -0.782 -3.055 -3.778  0.0171
24 H 0.820 -2.393 -3.452  0.0278
25 H 0.625 0.770 -4.308  0.0327
26 H 1.170 0.747 -2.632  0.0078
27 H -0.222 1.743 -3.111  0.0006
28 H -2.460 0.133 -4.687  0.0264
29 H -2.962 0.646 -3.076  0.0126
30 H -3.288 -0.998 -3.614  0.0168
31 H -2.626 -2.733 -2.335  0.0742
32 H -3.973 -4.335 -1.075  0.0920
33 H -3.819 -4.419 1.408  0.0920
34 H -2.343 -2.901 2.606  0.0678
35 H -2.571 -1.237 4.294  0.0264
36 H -1.198 -1.042 5.383  0.0250
37 H -1.388 -2.542 4.488  0.0200
38 H -1.681 1.468 3.194  0.0262
39 H -0.037 1.750 2.595  -0.0194
40 H -0.317 1.509 4.319  0.0282
41 H 1.448 -2.281 3.298  0.0336
42 H 1.601 -1.002 4.511  0.0277
43 H 2.067 -0.698 2.827  -0.0055
44 Se 0.285 3.365 -0.636  1.1054
45 N -0.719 1.950 -0.213  -0.2835
46 C -1.989 2.243 -0.450  -0.3482
47 C -3.088 1.355 -0.230  -0.0134
48 C -4.336 1.798 -0.531  -0.0713
49 C -4.564 3.116 -1.049  -0.0855
50 C -3.547 3.990 -1.257  -0.0310
51 C -2.211 3.574 -0.959  -0.3932
52 N -1.132 4.325 -1.108  -0.2325
53 H -2.890 0.368 0.162  0.0995
54 H -5.189 1.147 -0.385  0.1043
55 H -5.583 3.408 -1.269  0.0975
56 H -3.710 4.988 -1.640  0.1077

Forces on atoms 1 to 2 (eV/Å):
0.314 -0.269 0.376
0.115 0.042 -0.119

Summary:
⟨S²⟩	6.029
electronic energy	-177325.7373	eV
frontier orbital gap (spin up / spin down)	4.94 / 5.45	eV
HOMO level (spin up / spin down)	-3.729 / -4.267	eV
net charge	-1
spin multiplicity	5

=====

[3]
The following is a DFT calculation (wB97M-V/def2-TZVPD) of a structure of composition C19H26F6N6O4S2SbW in a non-equilibrium geometry.

Each line ends with the Löwdin charge.
Positions of all 65 atoms, in Å:
1 W -0.708 0.688 0.212  1.5318
2 F 1.050 4.519 2.699  0.2170
3 C 0.801 3.273 2.976  -0.7402
4 F 0.472 3.090 4.231  0.1945
5 F 1.783 2.479 2.623  0.1769
6 S -0.777 2.791 1.962  1.0569
7 O -2.197 0.754 -0.537  -0.3542
8 O -0.941 1.250 2.243  -0.5758
9 N -0.253 2.735 0.477  -0.3663
10 S 1.847 1.516 -0.513  1.0067
11 O 1.640 0.398 0.523  -0.5587
12 O 0.575 1.237 -1.410  -0.6581
13 C 3.126 0.848 -1.702  -0.7494
14 F 3.180 1.699 -2.705  0.1840
15 F 2.782 -0.356 -2.143  0.1332
16 F 4.277 0.781 -1.067  0.1853
17 C -3.373 -0.960 2.010  0.0302
18 C -1.998 -1.510 2.085  -0.3236
19 N -0.932 -1.114 1.390  -0.1037
20 C 0.160 -1.877 1.805  -0.0908
21 C -0.263 -2.746 2.741  0.0122
22 N -1.621 -2.518 2.904  -0.0049
23 C -2.470 -3.226 3.833  -0.0158
24 N -2.370 -2.646 5.172  0.0258
25 N -2.395 -1.229 5.288  0.1298
26 N -2.392 -0.924 6.496  0.1464
27 C -2.367 -2.090 7.265  -0.1737
28 C -2.374 -2.260 8.617  0.1205
29 C -2.374 -3.612 9.092  0.0867
30 C -2.371 -4.716 8.218  0.0023
31 C -2.367 -4.546 6.857  0.0885
32 C -2.365 -3.194 6.379  -0.1130
33 H -3.488 -0.320 1.140  0.0706
34 H -3.587 -0.373 2.905  0.1001
35 H -4.115 -1.755 1.928  0.1035
36 H 1.148 -1.713 1.412  0.1090
37 H 0.269 -3.501 3.295  0.1462
38 H -2.166 -4.269 3.885  0.1559
39 H -3.505 -3.174 3.501  0.1519
40 H -2.386 -1.425 9.305  0.1535
41 H -2.379 -3.783 10.161  0.1455
42 H -2.376 -5.714 8.634  0.1407
43 H -2.371 -5.392 6.184  0.1362
44 C -2.153 -3.840 -0.791  -0.1533
45 C -2.234 -2.610 -1.689  -0.3630
46 Sb -0.459 -1.437 -1.707  1.5963
47 C 1.118 -2.819 -1.367  -0.3829
48 C 1.406 -3.562 -2.674  -0.1437
49 C -0.300 -0.526 -3.623  -0.3610
50 C -1.039 -1.315 -4.699  -0.1473
51 H -3.085 -4.402 -0.853  0.0908
52 H -1.985 -3.581 0.256  0.0440
53 H -1.352 -4.514 -1.097  0.0728
54 H -3.055 -1.943 -1.422  0.0595
55 H -2.388 -2.898 -2.730  0.0623
56 H 0.772 -3.494 -0.584  0.0492
57 H 1.985 -2.281 -0.998  0.0463
58 H 0.530 -4.093 -3.050  0.0761
59 H 2.187 -4.304 -2.507  0.0945
60 H 1.760 -2.888 -3.455  0.0764
61 H 0.768 -0.448 -3.819  0.0598
62 H -0.689 0.484 -3.505  0.0633
63 H -0.666 -2.335 -4.799  0.0740
64 H -0.887 -0.819 -5.658  0.0961
65 H -2.113 -1.350 -4.520  0.0761

Forces on atoms 1 to 2 (eV/Å):
0.932 -0.876 -0.252
-0.028 -0.003 -0.025

Summary:
⟨S²⟩	2.042
electronic energy	-83564.1064	eV
relative energy (zero: lowest compared OMol25 entry of this formula, charge and spin)	0.0	kJ/mol
frontier orbital gap (spin up / spin down)	8.13 / 5.01	eV
HOMO level (spin up / spin down)	-17.051 / -17.138	eV
net charge	+3
spin multiplicity	3

=====

Question: Which of these has the highest electronic energy?
Answer: C19H26CoN

=====

Question: The highest electronic energy belongs to which entry?
Answer: C19H26CoN

=====

Question: Among the records above, which one has the highest electronic energy?
Answer: C19H26CoN

=====

Question: Which of these has the highest spin multiplicity?
Answer: C19H26CoN4S3SeSi2